# 1
Below is a cluster of 2 separate species, C4H13N in total at a distorted geometry, with properties calculated with ωB97M-V with the def2-TZVPD basis set.

**Net charge**: 0
**Orbital gap**: 9.810 eV
**Relative energy (zero: lowest compared OMol25 entry of this formula, charge and spin)**: 79.20 kJ/mol
**E_LUMO**: 1.084 eV
**SMILES string**: CNC.CC
**HOMO**: -0.32071 Eh

Last column: Mulliken charge in e.
CARTESIAN COORDINATES (ANGSTROEM)
C (-1.318, -1.023, -0.519)  -0.734
N (-1.032, -2.053, 0.487)  -0.388
C (-0.294, -3.187, -0.103)  -0.811
H (-2.388, -0.761, -0.429)  0.324
H (-0.894, -0.071, -0.194)  0.183
H (-1.139, -1.246, -1.566)  0.304
H (-1.886, -2.387, 0.873)  0.242
H (-1.009, -3.807, -0.649)  0.310
H (0.330, -3.755, 0.582)  0.267
H (0.407, -2.782, -0.837)  0.302
C (0.558, 3.118, 0.292)  -0.735
C (2.021, 2.956, 0.001)  -0.903
H (0.164, 2.737, 1.231)  0.272
H (-0.031, 2.667, -0.509)  0.201
H (0.301, 4.173, 0.275)  0.301
H (2.425, 1.951, 0.216)  0.283
H (2.357, 2.933, -1.046)  0.298
H (2.710, 3.658, 0.471)  0.285

Forces on atoms 1 to 2 (eV/Å):
-1.6 1.0 1.5
1.3 -0.2 -0.8

# 2
Below is a cluster of 2 separate species, C4H13N2 in total at a distorted geometry, with properties calculated with ωB97M-V with the def2-TZVPD basis set.

**Net charge**: +1
**Orbital gap**: 6.897 eV
**Relative energy (zero: lowest compared OMol25 entry of this formula, charge and spin)**: 697.30 kJ/mol
**E_LUMO**: -8.072 eV
**HOMO**: -0.55007 Eh

Last column: Mulliken charge in e.
CARTESIAN COORDINATES (ANGSTROEM)
C (-2.445, 0.635, 1.062)  -0.483
N (-1.885, 1.684, 0.235)  -0.539
C (-1.402, -0.464, 0.962)  0.114
N (-0.781, -0.903, -0.087)  -0.276
C (2.572, -1.030, -1.353)  -0.899
C (2.441, -0.015, -0.230)  -0.001
H (-3.420, 0.197, 0.807)  0.333
H (-2.488, 0.957, 2.100)  0.375
H (-1.680, 1.362, -0.702)  0.173
H (-2.462, 2.514, 0.190)  0.251
H (-1.289, -1.089, 1.868)  0.404
H (-0.306, 0.188, 0.823)  0.176
H (3.381, -0.804, -2.037)  0.328
H (-1.498, -1.144, -0.815)  0.314
H (1.645, -0.932, -1.927)  0.235
H (2.621, -2.076, -1.070)  0.289
H (1.447, -0.100, 0.222)  -0.448
H (2.396, 0.998, -0.642)  0.295
H (3.153, 0.021, 0.594)  0.360

Forces on atoms 1 to 2 (eV/Å):
-0.4 -1.0 -0.7
0.0 -0.1 0.0

# 3
Below is a structure of composition C4H13N2 at a distorted geometry, with properties calculated with ωB97M-V with the def2-TZVPD basis set.

**Net charge**: +1
**Orbital gap**: 11.785 eV
**Relative energy (zero: lowest compared OMol25 entry of this formula, charge and spin)**: 444.37 kJ/mol
**E_LUMO**: -2.996 eV
**HOMO**: -0.54318 Eh

Last column: Mulliken charge in e.
CARTESIAN COORDINATES (ANGSTROEM)
C (2.405, -0.427, -0.037)  -0.534
C (-0.481, -0.170, 1.467)  -0.735
C (-1.610, -0.573, -0.571)  -0.787
C (-0.415, 1.435, -0.463)  -0.837
N (0.587, -0.802, -0.589)  -0.805
N (-0.376, 0.024, 0.029)  0.362
H (3.004, 0.132, -0.661)  0.322
H (2.162, 0.071, 0.857)  0.256
H (2.749, -1.461, 0.149)  0.280
H (-1.215, 0.481, 1.895)  0.404
H (-0.712, -1.240, 1.762)  0.314
H (0.508, -0.116, 2.032)  0.230
H (-1.576, -0.574, -1.715)  0.378
H (-1.756, -1.662, -0.375)  0.346
H (-2.558, -0.013, -0.295)  0.379
H (0.404, 2.031, -0.049)  0.344
H (-0.400, 1.363, -1.562)  0.393
H (-1.323, 1.930, -0.274)  0.389
H (0.602, -0.428, -1.601)  0.303

Forces on atoms 1 to 2 (eV/Å):
-4.2 -3.0 0.7
2.0 -2.0 2.7

# 4
Below is a cluster of 2 separate species, C4H13N2 in total at a distorted geometry, with properties calculated with ωB97M-V with the def2-TZVPD basis set.

**Net charge**: +1
**Orbital gap**: 6.211 eV
**Relative energy (zero: lowest compared OMol25 entry of this formula, charge and spin)**: 560.53 kJ/mol
**E_LUMO**: -8.428 eV
**HOMO**: -0.53795 Eh

Last column: Mulliken charge in e.
CARTESIAN COORDINATES (ANGSTROEM)
C (0.930, -1.062, -0.109)  -0.607
N (2.302, -1.320, 0.075)  -0.455
C (0.637, 0.440, 0.394)  0.132
N (-0.688, 0.584, 0.316)  -0.182
C (-3.993, -0.051, 0.038)  -0.685
C (1.339, 1.426, -0.614)  -1.031
H (0.581, -1.129, -1.139)  0.325
H (0.352, -1.795, 0.450)  0.455
H (2.447, -2.234, 0.483)  0.260
H (2.896, -1.258, -0.743)  0.253
H (1.032, 0.495, 1.428)  0.385
H (-1.075, 1.337, 0.913)  0.337
H (-2.930, -0.231, 0.206)  -0.079
H (-4.145, 0.924, -0.418)  0.245
H (-4.317, -0.882, -0.596)  0.285
H (-4.511, -0.169, 0.980)  0.283
H (2.391, 1.135, -0.612)  0.352
H (0.855, 1.464, -1.581)  0.375
H (1.279, 2.391, -0.132)  0.352

Forces on atoms 1 to 2 (eV/Å):
0.6 -0.7 -1.1
0.0 -0.7 -0.1

# 5
Below is the ion C4H13N2 with charge +1 at a distorted geometry, with properties calculated with ωB97M-V with the def2-TZVPD basis set.

**Net charge**: +1
**Orbital gap**: 8.129 eV
**Relative energy (zero: lowest compared OMol25 entry of this formula, charge and spin)**: 250.30 kJ/mol
**E_LUMO**: -3.873 eV
**SMILES string**: NCCCC[NH3+]
**HOMO**: -0.44107 Eh

Last column: Mulliken charge in e.
CARTESIAN COORDINATES (ANGSTROEM)
N (-2.661, 0.646, -0.123)  -0.537
C (-1.747, -0.160, -0.854)  -0.625
C (-0.286, 0.321, -0.763)  -0.597
C (0.257, 0.296, 0.763)  -0.772
C (1.448, -0.719, 0.886)  -0.650
N (2.720, -0.259, 0.136)  -0.377
H (-2.758, 0.675, 0.909)  0.188
H (-3.680, 0.685, -0.461)  0.240
H (-2.076, -0.198, -1.930)  0.382
H (-1.761, -1.265, -0.622)  0.247
H (0.310, -0.123, -1.572)  0.432
H (-0.293, 1.318, -1.101)  0.359
H (-0.564, -0.136, 1.280)  0.329
H (0.356, 1.172, 1.310)  0.527
H (1.263, -1.779, 0.335)  0.283
H (1.653, -1.119, 1.843)  0.460
H (3.511, 0.207, 0.708)  0.384
H (3.042, -1.065, -0.483)  0.386
H (2.551, 0.495, -0.501)  0.341

Forces on atoms 1 to 2 (eV/Å):
-3.2 1.5 0.6
0.2 -2.1 -1.0

# 6
Below is the ion C4H13N2 with charge +1 at a distorted geometry, with properties calculated with ωB97M-V with the def2-TZVPD basis set.

**Net charge**: +1
**Orbital gap**: 11.094 eV
**Relative energy (zero: lowest compared OMol25 entry of this formula, charge and spin)**: 125.16 kJ/mol
**E_LUMO**: -3.160 eV
**SMILES string**: C[C@@H](N)CC[NH3+]
**HOMO**: -0.52384 Eh

Last column: Mulliken charge in e.
CARTESIAN COORDINATES (ANGSTROEM)
C (-1.131, 1.980, -0.104)  -1.268
C (0.001, 0.898, 0.137)  0.172
N (-0.605, 0.046, 1.287)  -0.781
C (0.182, 0.026, -1.077)  -0.815
C (0.892, -1.301, -0.897)  -0.601
N (1.069, -1.675, 0.558)  -0.310
H (-1.189, 2.059, -1.204)  0.362
H (-0.807, 2.906, 0.385)  0.340
H (-2.081, 1.634, 0.293)  0.398
H (0.899, 1.308, 0.576)  0.409
H (-1.526, -0.296, 1.016)  0.261
H (-0.871, 0.710, 2.009)  0.262
H (0.612, 0.599, -1.906)  0.439
H (-0.814, -0.225, -1.450)  0.393
H (0.159, -2.015, -1.340)  0.263
H (1.862, -1.556, -1.309)  0.385
H (1.014, -2.661, 0.808)  0.342
H (0.409, -1.128, 1.216)  0.350
H (1.927, -1.310, 1.000)  0.400

Forces on atoms 1 to 2 (eV/Å):
2.1 -0.4 -0.9
-3.1 -0.2 1.7

Number 1: energy -214.90307 Ha. Number 2: energy -269.23510 Ha. Number 3: energy -269.33144 Ha. Number 4: energy -269.28719 Ha. Number 5: energy -269.40535 Ha. Number 6: energy -269.45302 Ha.